Record 1
The following is a DFT calculation (ωB97M-V with the def2-TZVPD basis set) of a structure of composition C41H42BrF4GdN3O5P2STe at a distorted geometry.

Values from the calculation:
electronic energy	-7215.94309	Eh
relative energy (zero: lowest compared OMol25 entry of this formula, charge and spin)	40.9	kcal/mol
⟨S²⟩	16.122
E_LUMO (alpha / beta)	-3.61 / -5.95	eV
HOMO (alpha / beta)	-9.305 / -9.176	eV
net charge	+1
2S+1	8
frontier orbital gap (alpha / beta)	5.7 / 3.2	eV

Each line ends with the Mulliken charge.
Cartesian coordinates (Å):
Gd: 8.1595 -8.4509 17.1194  1.040
F: 2.2314 -8.8576 20.9722  -0.297
C: 3.3200 -9.4624 20.4867  0.586
C: 3.9592 -10.4128 21.2810  0.136
F: 3.4187 -10.8631 22.4062  -0.271
C: 5.3070 -10.7328 20.9839  0.964
F: 6.0233 -11.4108 21.8552  -0.323
C: 5.8413 -10.3821 19.7577  -0.104
P: 7.6627 -10.4308 19.3783  1.157
C: 7.9147 -12.2575 19.3234  0.946
C: 6.8722 -13.2273 19.4337  -0.769
C: 7.2276 -14.5762 19.5884  -0.647
C: 8.5728 -14.9940 19.6217  -0.678
C: 9.5586 -14.0442 19.4364  -0.855
C: 9.2522 -12.6818 19.2381  -1.092
C: 8.4039 -9.8721 20.9152  1.051
C: 9.2305 -10.6838 21.7532  -0.582
C: 9.5451 -10.1690 22.9964  -0.683
C: 9.1648 -8.9088 23.4043  -0.807
C: 8.4504 -8.1219 22.5495  -0.582
C: 8.0526 -8.5698 21.2921  0.080
C: 4.9967 -9.7646 18.8252  -0.598
Br: 5.5090 -9.5132 16.9383  -0.082
C: 3.8648 -9.1105 19.2364  -0.007
F: 3.1540 -8.2701 18.4338  -0.354
H: 5.8370 -12.8828 19.3795  0.459
H: 6.4282 -15.2993 19.6464  0.440
H: 8.8657 -16.0538 19.7610  0.384
H: 10.6038 -14.3317 19.4963  0.469
H: 10.0018 -11.9340 18.9819  1.112
H: 9.4096 -11.7205 21.4614  0.458
H: 10.0867 -10.8177 23.6900  0.407
H: 9.4756 -8.4466 24.3567  0.381
H: 8.1643 -7.1207 22.9029  0.370
H: 7.3955 -7.9005 20.6733  -0.300
C: 10.5459 -3.5681 12.6726  -1.476
C: 10.1188 -4.9988 12.5516  0.711
C: 9.7574 -5.5624 11.2947  -0.789
C: 9.2916 -6.8586 11.2412  -0.952
C: 9.3588 -7.7446 12.3328  -0.924
C: 9.6553 -7.1883 13.5632  0.552
N: 9.8163 -8.0290 14.6853  0.421
C: 9.3700 -9.3959 14.8257  -0.616
C: 8.1696 -9.8616 14.2412  -0.299
C: 7.7333 -11.1826 14.4990  -0.942
C: 8.5640 -12.0941 15.1801  -1.182
C: 9.6590 -11.5768 15.9662  -0.235
C: 9.9822 -10.1968 15.8034  1.370
C: 10.8009 -9.5756 16.9336  0.275
O: 11.8195 -10.0728 17.3636  -0.725
O: 10.3319 -8.4321 17.3846  -0.755
C: 9.9144 -5.7890 13.7123  0.579
C: 10.1846 -5.2597 15.1501  -0.908
H: 11.0496 -3.2771 11.7774  0.451
H: 11.3144 -3.4252 13.4902  0.298
H: 9.6693 -2.9260 12.9029  0.284
H: 9.8813 -5.0327 10.3776  0.447
H: 9.0163 -7.2547 10.2537  0.321
H: 9.1789 -8.8068 12.2696  0.713
H: 10.7032 -7.9170 15.2037  0.274
H: 7.6257 -9.2391 13.5467  0.764
H: 6.8477 -11.5391 14.0349  0.625
H: 8.4199 -13.1687 15.0180  0.441
H: 10.2080 -12.2015 16.7345  0.495
H: 9.7654 -4.2417 15.1523  0.394
H: 11.2429 -5.1590 15.3941  0.389
H: 9.6489 -5.8224 15.9436  -0.333
S: 14.8958 -7.1954 15.3831  -0.450
C: 15.2468 -7.8587 16.9003  0.089
N: 15.5226 -9.1591 17.0701  -0.090
C: 15.7113 -9.7473 18.4048  -0.601
C: 14.7287 -9.0845 19.3742  -0.195
C: 15.0191 -7.5661 19.3809  -0.542
N: 15.1065 -7.0945 18.0143  -0.183
H: 15.6729 -9.7040 16.2505  0.211
H: 16.7693 -9.5054 18.7478  0.265
H: 15.5888 -10.8579 18.3346  0.401
H: 14.8416 -9.4735 20.4121  0.356
H: 13.7333 -9.3314 19.0228  -0.033
H: 15.9631 -7.3511 19.9190  0.294
H: 14.1797 -6.9843 19.7952  0.317
H: 14.8327 -6.1694 17.7654  0.205
C: 4.7969 -5.6396 20.6850  -0.769
C: 6.0268 -4.8443 21.0842  -0.312
O: 7.1950 -5.3398 20.2655  -0.125
P: 7.6231 -5.2145 18.7165  -0.656
O: 7.8771 -6.6385 18.2718  0.361
Te: 5.8360 -4.1482 17.4921  -0.238
O: 9.0261 -4.5340 18.6029  -0.004
C: 9.4557 -3.1173 18.8496  -0.208
C: 8.7277 -2.1589 17.9104  -1.036
H: 4.0344 -5.4680 21.4164  0.498
H: 4.9970 -6.6811 20.6264  -0.012
H: 4.4363 -5.3684 19.7161  0.234
H: 6.2936 -5.0344 22.1260  0.302
H: 5.9882 -3.7696 20.8757  0.351
H: 10.5581 -3.1835 18.6730  0.284
H: 9.2746 -2.9105 19.8988  0.298
H: 8.5051 -2.5836 16.9009  0.201
H: 9.3643 -1.2579 17.7926  0.370
H: 7.7516 -1.8366 18.3097  0.335

***

Record 2
The following is a DFT calculation (ωB97M-V with the def2-TZVPD basis set) of an isolated molecule of C3H5NO4 at a distorted geometry.

Values from the calculation:
SMILES	CN(O)C(=O)C(=O)O
electronic energy	-472.96784	Eh
relative energy (zero: lowest compared OMol25 entry of this formula, charge and spin)	63.8	kcal/mol
E_LUMO	0.22	eV
HOMO	-10.263	eV
frontier orbital gap	10.5	eV

Each line ends with the Mulliken charge.
Cartesian coordinates (Å):
C: -1.3041 -0.9926 -0.9264  -0.880
N: -0.5743 0.1553 -0.3359  0.144
O: -0.9965 0.3189 1.0120  -0.571
C: 0.7760 0.2971 -0.5995  0.571
O: 1.3006 0.1332 -1.6694  -0.509
C: 1.7546 0.7722 0.5053  0.439
O: 2.7558 1.3474 0.2469  -0.447
O: 1.4436 0.3834 1.7887  -0.524
H: -1.0695 -1.8969 -0.4685  0.352
H: -2.3282 -0.7982 -0.6234  0.297
H: -1.2301 -0.9666 -2.0241  0.324
H: -1.0180 1.2433 1.2382  0.369
H: 0.4901 0.0035 1.8560  0.435

***

Record 3
The following is a DFT calculation (ωB97M-V with the def2-TZVPD basis set) of an isolated molecule of C5H8O2.

Values from the calculation:
SMILES	CCCC(=O)C=O
electronic energy	-345.76486	Eh
relative energy (zero: lowest compared OMol25 entry of this formula, charge and spin)	25.2	kcal/mol
E_LUMO	-0.37	eV
HOMO	-9.746	eV
frontier orbital gap	9.4	eV

Each line ends with the Mulliken charge.
Cartesian coordinates (Å):
C: 0.7510 -0.1057 1.3483  -0.997
C: 0.5989 1.0064 0.2907  -0.518
C: -0.7730 0.9398 -0.4210  -0.516
C: -1.1214 -0.5207 -0.5607  0.294
O: -2.0393 -1.0898 -0.0145  -0.532
C: -0.1050 -1.3734 -1.3439  0.099
O: 0.6849 -0.9083 -2.1279  -0.450
H: 0.0740 -0.9492 1.1955  0.301
H: 0.5103 0.2358 2.3542  0.336
H: 1.7588 -0.5198 1.3491  0.283
H: 1.3851 0.9237 -0.4642  0.297
H: 0.7300 1.9875 0.7567  0.376
H: -1.5616 1.4178 0.1630  0.330
H: -0.7329 1.4120 -1.4112  0.309
H: -0.1596 -2.4562 -1.1142  0.388

***

Record 4
The following is a DFT calculation (ωB97M-V with the def2-TZVPD basis set) of an isolated molecule of C2H3F2I at a distorted geometry.

Values from the calculation:
SMILES	CC(F)(F)I
electronic energy	-575.40458	Eh
relative energy (zero: lowest compared OMol25 entry of this formula, charge and spin)	13.8	kcal/mol
E_LUMO	-0.03	eV
HOMO	-9.969	eV
frontier orbital gap	9.9	eV

Each line ends with the Mulliken charge.
Cartesian coordinates (Å):
C: 0.0452 -0.5691 0.6250  -0.970
C: 0.0335 0.4093 -0.4430  0.485
F: 0.4061 -0.3637 -1.6609  -0.272
F: 0.9110 1.3575 -0.2933  -0.195
I: -1.7695 1.6504 -0.8639  0.012
H: 0.4258 -0.1041 1.5562  0.326
H: -0.9250 -1.2070 0.7174  0.289
H: 0.8730 -1.1733 0.3627  0.325

***

Record 5
The following is a DFT calculation (ωB97M-V with the def2-TZVPD basis set) of a cluster of 2 separate species, C2H2BrO2S in total at a distorted geometry.

Values from the calculation:
electronic energy	-3200.09199	Eh
relative energy (zero: lowest compared OMol25 entry of this formula, charge and spin)	55.6	kcal/mol
E_LUMO (alpha / beta)	2.92 / 2.92	eV
HOMO (alpha / beta)	-4.861 / -4.862	eV
net charge	-1
frontier orbital gap (alpha / beta)	7.8 / 7.8	eV

Each line ends with the Mulliken charge.
Cartesian coordinates (Å):
C: 0.8299 -1.7767 -0.3545  0.678
C: 0.9606 -0.2024 0.1236  -0.398
O: 1.0668 -1.9981 -1.4965  -0.600
O: 0.5891 -2.4050 0.6751  -0.648
S: -0.6192 1.7669 -0.1049  -0.394
Br: 2.6282 0.4710 -0.3066  -0.071
H: 0.6932 -0.1413 1.2023  0.349
H: -1.1547 1.2554 -1.2003  0.084

***

Record 6
The following is a DFT calculation (ωB97M-V with the def2-TZVPD basis set) of a cluster of 4 separate species, C7H18N2 in total at a distorted geometry.

Values from the calculation:
electronic energy	-386.88572	Eh
relative energy (zero: lowest compared OMol25 entry of this formula, charge and spin)	90.2	kcal/mol
E_LUMO	0.81	eV
HOMO	-7.598	eV
frontier orbital gap	8.4	eV

Each line ends with the Mulliken charge.
Cartesian coordinates (Å):
C: 1.5572 -0.2158 0.5114  2.051
C: 1.1918 1.2007 0.0401  -1.406
C: 3.0624 -0.2935 0.8107  -1.883
C: 0.7507 -0.5730 1.7587  -1.634
C: 1.2647 -1.1596 -0.6235  -0.536
N: 0.3972 -2.0682 -0.5492  -0.563
H: 0.3021 -2.6205 -1.4005  0.222
H: 1.8667 -0.9670 -1.5252  0.418
H: 1.4278 1.9220 0.8209  0.406
H: 0.1229 1.2575 -0.1787  0.178
H: 1.7528 1.4722 -0.8547  0.387
H: 3.6527 -0.0515 -0.0735  0.408
H: 3.3217 0.4144 1.5969  0.407
H: 3.3370 -1.2936 1.1450  0.418
H: 0.9396 -1.6029 2.0542  0.388
H: 1.0232 0.0880 2.5804  0.469
H: -0.3123 -0.4632 1.5630  0.239
C: -2.1467 0.7528 -0.7174  0.096
C: -2.6521 -0.5876 -0.3031  -0.848
N: -2.2583 0.9961 -2.0059  -0.385
H: -1.8804 1.8455 -2.3978  0.255
H: -2.7806 0.4003 -2.6529  0.195
H: -2.5003 1.9687 0.3061  -0.506
H: -3.1805 2.3900 0.6448  0.451
H: -3.1352 -0.5232 0.6706  0.211
H: -3.3446 -1.0505 -1.0209  0.449
H: -1.7792 -1.2380 -0.1996  0.112

***

Q: Which value of electronic energy does entry 5 give?
A: -3200.09199 Eh

***

Q: Look up the relative energy (zero: lowest compared OMol25 entry of this formula, charge and spin) of the sixth one.
A: 90.2 kcal/mol

***

Please write out number 3 again, unchanged.
The following is a DFT calculation (ωB97M-V with the def2-TZVPD basis set) of an isolated molecule of C5H8O2.

Values from the calculation:
SMILES	CCCC(=O)C=O
electronic energy	-345.76486	Eh
relative energy (zero: lowest compared OMol25 entry of this formula, charge and spin)	25.2	kcal/mol
E_LUMO	-0.37	eV
HOMO	-9.746	eV
frontier orbital gap	9.4	eV

Each line ends with the Mulliken charge.
Cartesian coordinates (Å):
C: 0.7510 -0.1057 1.3483  -0.997
C: 0.5989 1.0064 0.2907  -0.518
C: -0.7730 0.9398 -0.4210  -0.516
C: -1.1214 -0.5207 -0.5607  0.294
O: -2.0393 -1.0898 -0.0145  -0.532
C: -0.1050 -1.3734 -1.3439  0.099
O: 0.6849 -0.9083 -2.1279  -0.450
H: 0.0740 -0.9492 1.1955  0.301
H: 0.5103 0.2358 2.3542  0.336
H: 1.7588 -0.5198 1.3491  0.283
H: 1.3851 0.9237 -0.4642  0.297
H: 0.7300 1.9875 0.7567  0.376
H: -1.5616 1.4178 0.1630  0.330
H: -0.7329 1.4120 -1.4112  0.309
H: -0.1596 -2.4562 -1.1142  0.388

***

Q: Which of these has the lowest electronic energy?
A: C41H42BrF4GdN3O5P2STe